{
  "formula": "C23H43BrCl2N3O4SiSm",
  "method": "wB97M-V/def2-TZVPD",
  "e_homo_ev": [-7.7, -7.8],
  "de_lowest_kj_mol": 24.5,
  "spin_multiplicity": 6,
  "e_lumo_ev": [0.5, 0.5],
  "homo_lumo_gap_ev": [8.21, 8.25],
  "s_squared": 8.757,
  "total_charge": 0,
  "elements": ["C", "C", "H", "H", "H", "C", "C", "H", "H", "H", "H", "Sm", "Cl", "C", "O", "N", "C", "C", "H", "H", "H", "H", "H", "H", "H", "H", "H", "C", "C", "N", "H", "C", "O", "H", "H", "H", "H", "H", "H", "C", "C", "N", "H", "C", "O", "H", "H", "H", "H", "O", "C", "C", "C", "H", "C", "H", "C", "H", "C", "C", "H", "H", "H", "Si", "Cl", "C", "C", "C", "H", "H", "H", "H", "H", "H", "H", "H", "H", "Br"],
  "xyz": [[-1.607, -0.528, -3.812], [-1.163, -1.718, -3.022], [-1.671, -0.764, -4.878], [-0.909, 0.316, -3.678], [-2.598, -0.188, -3.473], [-0.580, -2.805, -3.553], [-0.292, -2.996, -5.000], [-0.329, -3.659, -2.927], [-0.132, -2.045, -5.531], [-1.119, -3.519, -5.503], [0.600, -3.624, -5.132], [0.260, 0.977, 0.613], [2.461, 2.531, 0.459], [-0.731, -1.812, 2.479], [0.014, -0.876, 2.116], [-0.284, -2.912, 3.092], [1.129, -3.092, 3.386], [-1.169, -4.000, 3.475], [-1.823, -1.772, 2.319], [1.677, -2.174, 3.168], [1.525, -3.923, 2.789], [1.225, -3.367, 4.441], [-2.186, -3.785, 3.131], [-1.160, -4.122, 4.566], [-0.825, -4.941, 3.028], [0.833, 3.503, 6.040], [-1.203, 4.905, 5.671], [1.085, 3.560, 4.976], [-0.916, 4.986, 4.618], [-0.140, 3.819, 4.232], [1.530, 2.624, 4.639], [-0.468, 3.087, 3.170], [0.268, 2.197, 2.685], [-1.811, 5.034, 3.993], [-1.460, 3.296, 2.737], [1.788, 4.388, 4.834], [-0.321, 5.899, 4.485], [1.275, -0.306, -2.715], [2.416, -3.108, -2.679], [2.320, -0.155, -2.402], [3.254, -2.472, -2.342], [2.772, -1.301, -1.608], [2.404, 0.765, -1.809], [2.741, -1.294, -0.266], [2.147, -0.433, 0.415], [3.902, -3.066, -1.681], [3.282, -2.135, 0.214], [2.945, -0.095, -3.301], [3.810, -2.145, -3.228], [-0.517, -0.496, -1.099], [-1.318, -1.527, -1.505], [0.179, -3.353, -0.610], [-1.107, -2.838, -0.730], [1.013, -2.772, -1.030], [0.375, -4.621, -0.052], [-2.377, -1.239, -1.354], [-2.209, -3.567, -0.291], [1.394, -5.005, 0.059], [-0.734, -5.390, 0.318], [-2.023, -4.863, 0.192], [-3.197, -3.109, -0.387], [-0.583, -6.408, 0.680], [-2.893, -5.456, 0.462], [-0.397, 4.738, -1.392], [-0.343, 2.568, -1.670], [1.333, 5.383, -1.148], [-1.558, 5.019, 0.029], [-1.088, 5.613, -2.890], [1.978, 4.632, -0.678], [1.303, 6.277, -0.510], [1.772, 5.677, -2.109], [-0.404, 5.579, -3.749], [-1.221, 6.678, -2.619], [-2.064, 5.217, -3.200], [-1.541, 4.233, 0.800], [-2.587, 5.082, -0.360], [-1.318, 5.988, 0.497], [-2.634, 1.205, 1.114]],
  "forces_ev_per_angstrom": [[0.0329, 0.2304, -0.2264], [0.6111, -0.7242, 0.4651], [-0.0457, 0.1441, 0.1100], [-0.2705, -0.2355, 0.0070], [0.2997, -0.0700, -0.0424], [-0.5059, 0.4991, 0.2379], [0.0813, -0.0733, -0.7008], [-0.0775, 0.2368, 0.0144], [0.0135, -0.3485, 0.1409], [0.1785, 0.0788, 0.0376], [-0.1437, 0.1784, -0.0533], [-0.8409, -1.5611, -0.8119], [-0.0800, 0.1067, 0.0268], [0.4321, 0.6246, -0.3406], [-0.6595, -0.9576, 0.6030], [0.0012, 0.2392, -0.1657], [-0.1102, -0.2159, -0.0114], [-0.0530, 0.0488, 0.0742], [0.3236, 0.0246, -0.0249], [-0.1276, -0.1376, 0.0296], [-0.0248, 0.1876, 0.0170], [0.1094, 0.1436, -0.0740], [0.2617, -0.1049, 0.0936], [-0.0761, 0.0767, -0.1409], [-0.1177, 0.2567, -0.0089], [0.0821, -0.0603, -0.1049], [-0.0321, 0.0595, -0.1460], [-0.0376, 0.2148, 0.0265], [-0.0519, -0.2142, 0.0150], [0.1629, -0.0965, -0.0738], [-0.0706, 0.1928, 0.0048], [0.5166, -0.7420, -0.4953], [-0.8704, 0.8598, 0.6739], [0.1082, 0.0885, 0.1486], [0.2451, -0.0368, 0.0559], [-0.0261, -0.2048, -0.0212], [-0.1271, -0.1679, -0.0185], [0.2835, 0.1297, 0.2173], [0.2082, 0.2682, 0.1000], [-0.5133, -0.1913, -0.1313], [-0.0540, -0.0031, 0.2558], [0.5362, -0.0445, 0.1837], [0.0175, -0.2367, -0.1468], [-0.8093, 0.8256, -0.1082], [1.1694, -1.3321, -0.6312], [-0.1477, 0.1339, -0.2950], [-0.2527, 0.2864, -0.1550], [0.0078, 0.0740, 0.3056], [-0.0165, -0.0988, 0.3039], [1.2607, 1.0656, 1.1939], [-0.6110, -0.0675, 0.1744], [0.1916, -0.3401, 0.2215], [-0.0648, 0.6628, -0.6797], [-0.5961, -0.3320, 0.4402], [-0.0604, 0.3359, -0.1125], [-0.0585, -0.1538, 0.0881], [0.3412, -0.1608, -0.0603], [-0.3694, -0.0419, -0.0709], [0.0735, 0.0350, -0.0607], [0.0345, 0.1267, 0.0885], [0.2220, -0.3028, 0.0311], [-0.1027, 0.2614, -0.0274], [0.1744, -0.0066, 0.0461], [0.2963, -0.1674, -0.1061], [-0.2277, 1.2599, -0.5496], [0.1129, -0.1291, 0.0708], [-0.2685, 0.0757, 0.3206], [-0.1986, -0.1198, -0.2831], [-0.1105, 0.2294, -0.0382], [-0.0148, -0.1622, -0.0836], [-0.1020, -0.0969, 0.1266], [-0.1655, -0.0544, 0.2150], [0.0503, -0.4131, -0.0249], [0.1872, 0.1183, 0.0432], [0.0070, 0.2360, -0.3514], [0.2974, -0.1061, 0.1928], [-0.0666, -0.2578, -0.1062], [0.2280, 0.1539, 0.0826]]
}

---

{
  "formula": "C5H6N",
  "method": "wB97M-V/def2-TZVPD",
  "e_homo_ev": [-14.8, -14.8],
  "de_lowest_kj_mol": 675.8,
  "e_lumo_ev": [-5.7, -5.7],
  "smiles": "C=CC1=C2C[N@H+]12",
  "homo_lumo_gap_ev": [9.12, 9.12],
  "total_charge": 1,
  "elements": ["C", "C", "C", "C", "C", "N", "H", "H", "H", "H", "H", "H"],
  "xyz": [[0.204, 0.566, -1.607], [0.430, 0.669, -0.291], [-1.046, -0.212, -1.610], [0.500, -0.134, 1.711], [0.976, 0.879, 0.950], [-0.287, -0.520, -0.444], [-1.968, 0.489, -1.550], [-1.155, -0.916, -2.282], [0.673, -0.010, 2.906], [-0.285, -0.871, 1.638], [1.838, 1.544, 1.100], [0.119, -1.484, -0.520]],
  "forces_ev_per_angstrom": [[1.4937, 0.9858, -0.0171], [0.0045, 0.0843, -2.2664], [-2.5768, 5.2394, 1.7286], [0.9542, 2.2268, 7.0136], [1.1028, -1.0815, 0.8601], [-1.8219, -2.8997, -1.8256], [1.4554, -1.5210, 0.5085], [-0.4706, -3.7005, -3.3415], [0.4115, -0.5931, -2.9259], [0.0809, 0.2668, -0.8142], [-0.9298, -0.1050, 0.5064], [0.2961, 1.0975, 0.5733]]
}

---

{
  "formula": "C46H95F3HgN5O8S",
  "method": "wB97M-V/def2-TZVPD",
  "e_homo_ev": -9.6,
  "de_lowest_kj_mol": 0.0,
  "e_lumo_ev": -4.8,
  "homo_lumo_gap_ev": 4.79,
  "total_charge": 1,
  "elements": ["Hg", "C", "F", "F", "F", "S", "O", "O", "O", "C", "C", "C", "C", "C", "C", "N", "O", "C", "C", "C", "H", "H", "H", "H", "H", "H", "H", "H", "H", "H", "H", "H", "H", "H", "H", "H", "H", "H", "H", "C", "C", "C", "C", "C", "C", "N", "O", "C", "C", "C", "H", "H", "H", "H", "H", "H", "H", "H", "H", "H", "H", "H", "H", "H", "H", "H", "H", "H", "H", "C", "C", "C", "C", "C", "C", "N", "O", "C", "C", "C", "H", "H", "H", "H", "H", "H", "H", "H", "H", "H", "H", "H", "H", "H", "H", "H", "H", "H", "H", "C", "C", "C", "C", "C", "C", "N", "O", "C", "C", "C", "H", "H", "H", "H", "H", "H", "H", "H", "H", "H", "H", "H", "H", "H", "H", "H", "H", "H", "H", "C", "C", "C", "C", "C", "C", "N", "O", "C", "C", "C", "H", "H", "H", "H", "H", "H", "H", "H", "H", "H", "H", "H", "H", "H", "H", "H", "H", "H", "H"],
  "xyz": [[1.143, 1.000, 3.401], [1.549, -0.837, -0.944], [1.911, 0.190, -1.731], [1.098, -1.832, -1.623], [2.636, -1.224, -0.273], [0.252, -0.260, 0.230], [-0.300, -1.462, 0.792], [0.966, 0.541, 1.255], [-0.647, 0.512, -0.571], [2.125, -5.912, 2.606], [2.504, -5.126, 1.326], [3.585, -5.931, 0.577], [2.957, -7.014, -0.304], [1.865, -6.468, -1.188], [0.765, -5.788, -0.382], [1.352, -4.818, 0.502], [0.390, -4.062, 1.224], [-0.124, -5.044, -1.386], [-0.184, -6.855, 0.208], [3.171, -3.832, 1.737], [3.009, -6.095, 3.211], [1.590, -6.824, 2.373], [1.446, -5.253, 3.158], [4.297, -5.318, 0.027], [4.129, -6.523, 1.317], [2.648, -7.892, 0.277], [3.754, -7.469, -0.911], [1.498, -7.236, -1.869], [2.267, -5.668, -1.827], [0.390, -4.234, -1.904], [-0.534, -5.751, -2.112], [-1.015, -4.648, -0.888], [-1.001, -6.329, 0.703], [-0.549, -7.572, -0.521], [0.341, -7.443, 0.965], [2.473, -3.188, 2.289], [3.534, -3.276, 0.871], [4.019, -3.977, 2.413], [0.340, -3.221, 0.732], [-1.472, -0.045, -5.010], [-1.804, -1.493, -5.236], [-3.335, -1.610, -5.278], [-3.810, -2.917, -5.880], [-3.193, -3.147, -7.263], [-1.676, -3.017, -7.291], [-1.258, -1.839, -6.530], [0.141, -1.649, -6.569], [-1.086, -4.322, -6.707], [-1.211, -2.837, -8.728], [-1.322, -2.359, -4.076], [-1.702, 0.614, -5.852], [-0.391, 0.131, -4.912], [-1.887, 0.411, -4.105], [-3.672, -1.557, -4.243], [-3.813, -0.866, -5.919], [-4.886, -2.875, -6.080], [-3.685, -3.790, -5.234], [-3.601, -2.356, -7.905], [-3.521, -4.113, -7.643], [-0.018, -4.296, -6.494], [-1.606, -4.572, -5.782], [-1.303, -5.124, -7.415], [-1.570, -3.694, -9.313], [-1.521, -1.903, -9.182], [-0.127, -2.962, -8.797], [-1.266, -1.933, -3.077], [-0.292, -2.713, -4.275], [-1.803, -3.342, -4.060], [0.539, -2.372, -6.045], [-0.459, 4.058, -1.739], [-1.541, 4.799, -0.943], [-2.161, 5.930, -1.748], [-3.247, 5.507, -2.745], [-4.275, 4.609, -2.030], [-3.683, 3.447, -1.226], [-2.584, 3.922, -0.390], [-2.010, 2.863, 0.351], [-4.806, 3.059, -0.249], [-3.402, 2.269, -2.159], [-0.838, 5.464, 0.237], [0.350, 4.763, -1.987], [-0.786, 3.873, -2.771], [-0.003, 3.210, -1.240], [-2.387, 6.833, -1.183], [-1.346, 6.236, -2.425], [-2.737, 4.945, -3.530], [-3.796, 6.354, -3.146], [-4.807, 4.127, -2.860], [-5.007, 5.213, -1.503], [-4.406, 2.474, 0.582], [-5.359, 3.920, 0.121], [-5.562, 2.407, -0.700], [-4.283, 1.949, -2.705], [-2.686, 2.586, -2.932], [-2.909, 1.442, -1.642], [-1.528, 6.070, 0.834], [-0.073, 6.177, -0.087], [-0.359, 4.760, 0.915], [-1.633, 2.249, -0.314], [4.375, 4.284, 2.144], [3.423, 3.147, 1.733], [3.686, 2.605, 0.328], [4.912, 1.724, 0.263], [4.847, 0.566, 1.260], [4.450, 1.032, 2.662], [3.329, 1.997, 2.642], [2.992, 2.422, 3.991], [3.953, -0.234, 3.372], [5.752, 1.569, 3.329], [2.033, 3.761, 1.600], [4.828, 4.119, 3.123], [3.879, 5.247, 2.146], [5.220, 4.326, 1.453], [2.805, 2.025, 0.053], [3.851, 3.431, -0.361], [5.871, 2.230, 0.435], [5.073, 1.305, -0.737], [5.801, 0.036, 1.263], [4.149, -0.201, 0.931], [4.594, -1.111, 3.294], [3.842, -0.080, 4.456], [2.977, -0.527, 2.948], [6.443, 0.760, 3.536], [6.241, 2.226, 2.613], [5.503, 2.126, 4.234], [1.262, 3.051, 1.281], [2.043, 4.467, 0.766], [1.672, 4.277, 2.491], [3.839, 2.770, 4.342], [-1.043, -0.513, 3.760], [-1.745, 0.653, 4.425], [-1.825, 0.273, 5.913], [-2.282, 1.419, 6.795], [-1.294, 2.573, 6.666], [-1.135, 3.024, 5.213], [-0.954, 1.899, 4.281], [-0.667, 2.390, 2.933], [-2.311, 3.940, 4.853], [0.121, 3.929, 5.183], [-3.150, 0.783, 3.835], [-1.025, -0.445, 2.672], [-1.637, -1.430, 3.852], [-0.079, -0.722, 4.265], [-2.516, -0.567, 6.039], [-0.862, -0.152, 6.225], [-2.355, 1.212, 7.864], [-3.283, 1.722, 6.476], [-0.352, 2.379, 7.181], [-1.745, 3.409, 7.208], [-3.268, 3.478, 5.121], [-2.310, 4.871, 5.416], [-2.409, 4.162, 3.788], [0.124, 4.477, 4.232], [0.065, 4.695, 5.952], [1.077, 3.401, 5.247], [-3.722, 1.569, 4.315], [-3.701, -0.152, 3.892], [-3.036, 1.021, 2.780], [-1.502, 2.518, 2.384]],
  "forces_ev_per_angstrom": [[0.3007, 0.1791, -0.1990], [0.6715, 1.6249, 0.9512], [-0.1618, -0.3983, -0.0539], [-0.4836, -0.8916, -1.0632], [0.1378, -0.1855, 0.1264], [-0.7724, -0.3297, 0.2988], [0.1138, -0.2153, 0.0680], [0.5412, 0.0461, -0.7389], [0.0253, 0.4570, -0.2809], [-0.4269, 1.0213, -0.1776], [0.8067, -0.6243, 0.9294], [-0.9088, -1.3315, -0.0265], [0.9774, -0.5182, -0.5556], [0.6388, 0.6851, -0.0892], [-1.5822, -0.9127, -1.3889], [0.7551, 0.6320, -0.5695], [0.1161, -0.2309, -0.2322], [-0.5851, 0.0876, 0.0064], [0.7356, 0.2230, 1.3020], [-0.0908, 1.0204, 0.5761], [-0.0051, -0.1657, 0.0558], [0.1559, -0.2252, 0.0856], [-0.0044, -0.2934, 0.1775], [-0.2082, 0.1642, -0.1454], [0.3417, 0.5747, 0.1682], [-0.4365, 0.3947, 0.2431], [-0.0985, 0.2952, -0.1231], [-0.3977, 0.0308, 0.1789], [0.2653, -0.2359, 0.0371], [0.0908, -0.0521, -0.0037], [0.2816, 0.0025, -0.1362], [0.1985, 0.2201, 0.0602], [-0.1632, -0.2570, -0.0121], [-0.1044, 0.2493, -0.2900], [-0.1590, -0.0500, 0.0109], [-0.0115, -0.0674, -0.1655], [-0.0705, -0.0652, -0.0703], [0.0022, -0.3402, -0.1244], [-0.1205, -0.4119, 0.4169], [1.3233, 1.6437, 0.3896], [-0.9648, 0.3348, 0.4282], [-0.1690, -0.7798, -0.4008], [-0.3860, -0.7249, -0.5220], [-0.2415, 0.9525, 0.4720], [0.6499, -0.5896, 0.4024], [-0.2208, 0.5137, -0.7181], [-0.1167, -0.4798, 0.1690], [-0.5365, -0.0740, -0.1007], [0.5433, -1.1566, -0.2217], [1.5915, -1.5315, -0.3707], [-0.5091, -0.3879, -0.0944], [-0.0406, -0.4258, 0.1151], [-0.3453, -0.4136, -0.0223], [-0.2436, 0.4227, -0.0496], [0.3349, 0.5589, 0.3527], [-0.0397, 0.1060, 0.3658], [0.2583, 0.0934, 0.0954], [0.0130, -0.1745, -0.1538], [0.1971, -0.0279, -0.2213], [0.0562, 0.0386, -0.2142], [0.0743, -0.0672, 0.0365], [0.2738, -0.0957, 0.0596], [-0.3313, 0.2822, -0.0353], [-0.0710, 0.1171, 0.0785], [0.0159, 0.4661, 0.0933], [-0.4694, 0.3067, -0.0820], [-0.0048, 0.5113, 0.1095], [-0.5522, 0.3486, 0.3061], [-0.0748, 0.2424, -0.1771], [0.2365, 1.0608, -1.4084], [0.4444, -0.1142, 0.9382], [0.7048, 0.3883, -2.0345], [-0.1380, -0.6851, 1.6046], [0.4760, -0.0528, -1.8922], [-1.6617, 0.1945, 0.5873], [-0.1571, 0.7658, 0.1492], [0.2144, -0.2964, -0.3660], [-0.3093, -0.9237, 0.2225], [1.4498, 0.4377, -0.3807], [0.0770, 0.6236, 0.7374], [0.0147, -0.0141, 0.6131], [-0.2418, -0.8329, 0.3447], [-0.2256, -0.2602, -0.0946], [-0.3862, -0.3207, 0.3917], [0.0516, 0.3378, 0.4413], [-0.3054, 0.0865, -0.2444], [0.3120, 0.1343, -0.2957], [-0.4006, 0.0604, 0.3230], [0.1982, 0.0055, 0.4078], [0.0249, 0.1625, 0.0840], [0.3045, 0.1252, 0.2155], [0.1595, 0.1084, -0.2879], [-0.1995, -0.1676, 0.3099], [-0.0713, -0.0667, 0.0536], [-0.3755, -0.1901, -0.0296], [-0.1771, -0.2680, -0.0851], [0.0249, -0.2126, -0.2607], [-0.0217, -0.2058, -0.0837], [0.0408, -0.0648, 0.5497], [0.8386, -0.6909, 0.0901], [-1.1947, 1.0533, -0.6229], [0.9891, -0.5242, 0.1579], [0.9534, -0.9403, -0.1665], [-0.7391, 0.2764, -0.8768], [1.3218, -1.4013, 0.5065], [-0.4380, -0.6728, -0.0486], [1.4913, 0.4475, -0.2344], [-0.3695, 0.2762, 1.1698], [-1.0781, 0.3670, -0.4598], [-0.8397, 0.1843, -0.1698], [-0.1084, 0.1805, 0.0848], [-0.0776, 0.0319, 0.0293], [-0.0251, 0.1022, 0.0086], [0.0315, 0.0406, -0.3009], [-0.4478, 0.1706, 0.0546], [-0.3700, 0.5201, 0.1178], [-0.3639, 0.0614, 0.0135], [0.0975, 0.1872, 0.4651], [-0.2738, 0.2459, -0.1022], [0.1854, 0.1747, -0.3673], [-0.0989, 0.0745, -0.1874], [0.1573, -0.1333, -0.0961], [-0.1184, -0.1572, 0.2632], [0.0961, 0.2220, 0.1939], [0.5486, -0.1028, 0.1988], [0.2370, -0.2609, 0.2474], [0.1833, 0.2344, 0.2503], [0.1741, 0.0258, 0.0276], [-0.6062, 0.0402, 0.3473], [-0.7668, -0.2000, -0.7107], [-0.9467, -0.6368, 0.2073], [-0.0144, -0.1614, 0.7733], [0.5543, 0.2952, 0.1503], [-1.1463, -0.1478, 0.0149], [0.8451, 1.7862, 0.6208], [1.8437, -0.4706, 0.1689], [-2.3353, 0.0518, -0.0822], [-1.2159, -0.6094, -0.2935], [-0.1463, 0.1942, -1.1992], [0.3284, 0.2462, -0.4208], [0.5223, 0.2584, 0.0438], [0.1687, 0.0134, 0.4690], [0.0465, -0.1529, -0.1828], [-0.0386, 0.0588, -0.4369], [0.0534, 0.4156, 0.1299], [-0.0658, -0.5953, -0.1686], [0.0518, 0.1193, 0.0623], [0.1443, -0.3175, -0.3124], [0.2682, 0.1960, -0.1255], [0.1036, -0.0782, 0.0237], [0.4385, 0.0418, -0.0677], [0.3591, 0.1173, 0.0280], [0.1321, -0.0931, 0.1271], [-0.0520, -0.1748, 0.2388], [-0.2181, -0.1629, 0.2325], [-0.1151, 0.0372, 0.0203], [0.0547, -0.0501, 0.1131], [-0.2927, 0.0964, -0.2587], [0.8407, -0.0415, 0.3951]]
}